[1]
# C18H14ClF3N4O3

One molecule with the formula C18H14ClF3N4O3 (the ωB97M-V functional and the def2-TZVPD basis, the Open Molecules 2025 dataset).

```
43
Properties=species:S:1:pos:R:3:forces:R:3:mulliken_charge:R:1
O 4.175 2.611 -0.017 0.38 -0.01 -0.04 -0.66
C 3.017 2.422 0.257 -0.44 0.07 -0.03 0.36
N 2.419 1.230 0.549 -0.40 0.03 0.17 0.08
C 2.952 -0.056 0.439 0.25 -0.31 -0.15 0.51
C 4.191 -0.312 -0.139 0.00 0.15 0.01 -0.30
C 4.638 -1.614 -0.264 -0.16 -0.19 0.08 -0.75
C 3.851 -2.663 0.183 -0.05 0.20 0.01 0.34
C 2.616 -2.420 0.764 0.13 -0.01 -0.06 -0.83
C 2.171 -1.119 0.891 0.12 0.13 -0.01 -0.35
H 1.211 -0.925 1.348 -0.11 0.02 0.04 0.41
H 2.011 -3.240 1.115 -0.04 -0.09 0.03 0.42
Cl 4.410 -4.290 0.019 0.08 -0.23 -0.02 -0.23
H 5.599 -1.813 -0.711 0.09 -0.04 -0.04 0.42
H 4.801 0.508 -0.479 0.03 0.02 -0.02 0.48
H 1.530 1.273 1.027 0.15 0.09 0.00 0.02
N 2.120 3.493 0.321 -0.15 0.39 0.14 -0.35
N 0.777 3.337 0.025 0.68 0.17 -0.25 0.29
C -0.107 2.990 0.997 -0.40 0.10 0.24 0.30
O 0.133 3.000 2.180 -0.02 -0.14 0.14 -0.58
C -1.428 2.510 0.393 0.02 0.31 0.28 -0.80
N -1.141 1.500 -0.612 -0.11 -0.12 0.18 0.24
C -0.237 1.795 -1.588 0.29 0.41 -0.21 0.89
O 0.052 1.076 -2.512 0.04 -0.05 -0.20 -0.62
C 0.393 3.172 -1.370 -0.07 -0.16 -0.36 -1.18
H 1.279 3.254 -2.002 -0.16 -0.06 0.14 0.42
H -0.319 3.952 -1.663 0.07 -0.06 -0.04 0.35
C -1.767 0.238 -0.533 -0.34 -0.45 -0.02 0.20
C -3.108 0.150 -0.178 0.19 -0.14 -0.09 -0.24
C -3.706 -1.098 -0.074 -0.03 -0.11 0.06 -0.03
C -2.992 -2.258 -0.333 -0.18 0.17 0.04 -0.66
C -1.660 -2.158 -0.697 -0.01 0.06 0.02 -1.07
C -1.045 -0.924 -0.795 0.00 0.01 0.01 -0.46
H -0.008 -0.861 -1.081 0.07 0.02 -0.02 0.69
H -1.091 -3.051 -0.901 0.08 -0.09 -0.03 0.43
H -3.473 -3.220 -0.248 -0.04 -0.07 0.01 0.48
C -5.161 -1.150 0.301 -0.26 0.06 0.03 0.94
F -5.439 -0.352 1.349 0.13 0.14 0.12 -0.27
F -5.955 -0.730 -0.702 0.06 0.06 -0.19 -0.26
F -5.580 -2.375 0.631 0.15 -0.24 -0.01 -0.28
H -3.694 1.037 0.009 -0.03 0.11 0.02 0.50
H -2.025 2.076 1.195 0.15 0.10 -0.12 0.53
H -1.973 3.360 -0.037 -0.03 -0.05 0.09 0.32
H 2.526 4.395 0.102 -0.11 -0.21 0.04 0.28
```
Positions in Å, forces in eV/Å.

The SMILES is O=C(Nc1ccc(Cl)cc1)NN1CC(=O)N(c2cccc(C(F)(F)F)c2)CC1=O. As for the spin multiplicity: 1. The value obtained for the HOMO energy is -8.63 eV. Its total charge is 0. For the HOMO-LUMO gap, the calculation gives 0.328 hartree.

***

[2]
# C18H14ClN3O3S

One molecule with the formula C18H14ClN3O3S in a non-equilibrium geometry (the ωB97M-V functional and the def2-TZVPD basis, the Open Molecules 2025 dataset).

```
40
Properties=species:S:1:pos:R:3:forces:R:3:mulliken_charge:R:1
O 0.163 1.336 2.399 -0.11 0.05 0.10 -0.60
C -0.970 1.745 2.276 0.20 0.32 -0.27 0.74
C -2.084 1.247 3.108 -0.26 -0.39 0.52 0.46
C -3.420 1.604 2.917 0.33 -0.06 0.09 -0.20
C -4.402 1.101 3.746 -0.13 -0.07 0.16 -1.05
C -4.059 0.239 4.780 0.27 0.16 -0.27 0.42
C -2.736 -0.131 4.984 -0.16 -0.01 0.04 -0.64
C -1.762 0.371 4.149 -0.01 0.17 -0.23 -0.39
H -0.726 0.097 4.286 0.06 -0.02 0.01 0.46
H -2.481 -0.804 5.788 -0.01 -0.06 0.08 0.41
Cl -5.287 -0.377 5.816 -0.17 -0.08 0.13 -0.20
H -5.435 1.373 3.595 -0.10 0.00 0.01 0.40
H -3.711 2.260 2.112 -0.05 0.06 -0.03 0.27
C -1.287 2.789 1.219 0.15 -0.30 -0.41 -1.03
H -1.948 3.570 1.587 -0.03 0.01 -0.03 0.54
H -0.365 3.222 0.833 -0.11 0.00 0.16 0.48
S -2.181 1.986 -0.168 -0.12 0.45 0.11 -0.18
C -0.930 0.931 -0.719 0.09 -0.45 -0.21 0.72
N -1.075 -0.151 -1.414 -1.32 0.78 0.56 -0.75
N 0.167 -0.630 -1.632 1.58 -0.30 -0.18 -0.14
C 1.001 0.176 -1.063 -0.36 -0.41 -0.40 0.52
O 0.369 1.209 -0.463 0.13 0.00 -0.12 -0.19
C 2.477 0.039 -0.998 0.34 0.29 0.27 -0.80
N 2.946 -0.939 -1.945 -0.25 -0.10 0.21 -0.17
C 3.737 -0.557 -2.989 -0.04 -0.04 0.28 0.39
O 4.196 0.566 -3.071 0.05 0.16 -0.18 -0.67
C 4.021 -1.620 -3.991 0.15 -0.15 -0.33 0.43
C 4.019 -2.976 -3.677 -0.03 0.17 0.01 -0.30
C 4.307 -3.912 -4.655 -0.01 -0.13 -0.04 -0.61
C 4.594 -3.506 -5.948 0.01 -0.06 0.02 -0.37
C 4.609 -2.157 -6.263 0.00 0.02 -0.03 -0.52
C 4.331 -1.219 -5.288 -0.04 0.07 0.14 -0.40
H 4.348 -0.162 -5.509 0.01 0.08 -0.01 0.41
H 4.841 -1.838 -7.268 0.01 0.03 -0.08 0.38
H 4.813 -4.242 -6.708 0.02 -0.06 -0.05 0.38
H 4.310 -4.963 -4.406 0.01 -0.07 0.02 0.38
H 3.822 -3.305 -2.668 -0.01 -0.03 0.09 0.41
H 2.395 -1.780 -2.021 0.04 0.03 -0.14 0.35
H 2.763 -0.237 0.026 -0.02 0.12 -0.13 0.27
H 2.958 0.993 -1.246 -0.10 -0.19 0.11 0.37
```
Positions in Å, forces in eV/Å.

The SMILES is O=C(CSc1nnc(CNC(=O)c2ccccc2)o1)c1ccc(Cl)cc1. As for the spin multiplicity: 1. The value obtained for the HOMO energy is -9.06 eV. Its total charge is 0. For the relative energy (zero: lowest compared OMol25 entry of this formula, charge and spin), the calculation gives 1.844 eV. For the HOMO-LUMO gap, the calculation gives 0.318 hartree.

***

[3]
# C18H14ClN9O2S

One molecule with the formula C18H14ClN9O2S in a non-equilibrium geometry (the ωB97M-V functional and the def2-TZVPD basis, the Open Molecules 2025 dataset).

```
45
Properties=species:S:1:pos:R:3:forces:R:3:mulliken_charge:R:1
N 1.033 1.343 -3.629 1.16 -0.83 -5.03 -0.27
C 1.480 0.513 -2.765 2.07 -4.12 -0.14 -0.30
O 2.026 -0.528 -3.192 0.14 0.21 1.50 -0.80
C 1.248 0.723 -1.337 2.13 -1.09 2.30 0.59
N 0.782 1.803 -0.730 -1.62 -0.04 -1.40 -1.22
N 0.537 1.488 0.504 1.06 0.06 -1.10 1.07
N 0.985 0.303 0.988 2.79 0.68 -5.72 -0.42
C 1.658 -0.174 -0.300 -3.32 0.32 3.00 0.13
N 2.247 -1.426 -0.413 -1.76 3.49 2.33 0.13
C 2.484 -2.281 0.620 4.72 -7.94 -11.09 0.14
O 2.994 -3.420 0.068 -2.10 4.55 3.79 -0.70
C 2.220 -2.096 1.903 -1.25 2.16 9.82 -0.30
H 2.655 -2.733 2.820 -0.55 0.90 -3.02 0.41
H 2.394 -1.012 2.225 0.37 -1.14 -0.54 0.32
S 0.426 -1.951 2.235 -1.79 -2.29 -0.71 -0.22
C -0.218 -3.431 1.287 0.10 6.92 0.58 0.45
N 0.112 -4.571 1.614 -1.95 -4.16 -3.49 -0.25
N -0.367 -5.308 0.458 0.37 1.78 -2.31 -0.46
N -0.803 -4.366 -0.573 0.61 -8.49 2.58 -0.60
N -0.857 -3.288 -0.006 3.36 2.39 4.22 0.84
C -1.065 -2.126 -0.693 -4.42 4.14 -0.67 0.20
C -1.865 -1.170 -0.094 1.96 3.32 -2.34 -0.38
C -2.152 0.087 -0.848 -1.46 -2.04 6.65 -0.65
C -2.043 0.035 -2.138 3.97 -0.28 -5.54 0.74
C -1.143 -0.914 -2.986 -4.60 -0.61 8.06 -0.98
C -1.003 -1.998 -2.090 3.14 -1.50 -2.24 -0.42
H -0.539 -2.921 -2.376 0.33 -0.37 -1.43 0.51
H -1.217 -0.894 -4.017 0.40 -0.13 -1.79 0.65
Cl -2.375 1.458 -2.946 -0.98 2.27 -1.50 -0.20
H -2.583 0.982 -0.192 0.87 -2.02 -1.99 0.23
H -1.860 -1.030 0.926 -0.68 -0.31 2.38 0.49
H 2.525 -1.623 -1.337 0.53 -0.93 -1.27 0.23
C -0.109 2.456 1.241 -1.82 -0.69 5.78 0.81
C -0.192 2.069 2.737 0.27 -0.10 -3.52 -0.34
C -0.868 2.924 3.534 -1.89 1.64 -2.84 -0.43
C -1.439 4.188 2.799 -0.59 -1.14 12.27 -0.19
C -1.050 4.567 1.628 -4.13 3.36 -0.16 -0.57
C -0.823 3.579 0.812 7.44 -4.54 -7.46 -0.02
H -0.450 3.860 -0.290 -1.70 -0.77 2.02 0.16
H -1.673 5.304 1.180 0.36 1.67 -0.14 0.30
H -2.032 4.888 3.764 1.71 -1.75 -3.68 0.19
H -1.218 2.498 4.470 0.03 0.99 0.26 0.37
H 0.138 1.029 3.004 -0.18 1.43 -0.04 0.12
H 0.648 2.083 -3.170 -1.65 3.41 -0.15 0.28
H 1.351 1.080 -4.697 -1.49 1.57 3.77 0.36
```
Positions in Å, forces in eV/Å.

The SMILES is NC(=O)c1nn(-c2ccccc2)nc1NC(=O)CSc1nnnn1-c1ccc(Cl)cc1. As for the spin multiplicity: 1. The value obtained for the HOMO energy is -8.63 eV. Its total charge is 0. For the HOMO-LUMO gap, the calculation gives 0.292 hartree.

***

[4]
# C18H14F3N3O2S

One molecule with the formula C18H14F3N3O2S (the ωB97M-V functional and the def2-TZVPD basis, the Open Molecules 2025 dataset).

```
41
Properties=species:S:1:pos:R:3:forces:R:3:mulliken_charge:R:1
O -0.006 0.559 2.401 0.15 -0.28 0.28 -0.66
C -0.441 1.495 1.770 -0.35 0.45 -0.07 0.36
N 0.320 2.500 1.298 0.28 0.37 -0.09 -0.01
H -0.082 3.225 0.727 -0.11 -0.17 0.03 0.23
C 1.755 2.549 1.519 -0.03 0.24 0.06 -0.64
C 2.126 3.704 2.389 -0.01 -0.58 0.75 0.33
C 2.147 3.845 3.746 0.02 -0.21 -0.66 -0.57
C 2.537 5.183 3.999 0.08 0.38 -0.43 -0.41
C 2.719 5.755 2.779 0.04 0.29 0.87 -0.45
O 2.469 4.871 1.799 -0.03 -0.14 -0.53 -0.34
H 3.016 6.742 2.486 0.04 0.10 -0.14 0.46
H 2.664 5.648 4.955 0.06 0.17 0.16 0.42
H 1.918 3.089 4.468 -0.06 -0.23 0.11 0.50
H 2.271 2.635 0.559 0.01 -0.10 0.08 0.27
H 2.025 1.609 2.005 0.03 0.16 -0.11 0.41
C -1.932 1.669 1.480 -0.11 -0.65 -0.13 -0.57
H -2.431 2.075 2.360 0.01 0.02 -0.01 0.41
H -2.115 2.304 0.615 0.06 0.09 0.09 0.36
S -2.703 0.047 1.193 -0.34 0.30 0.46 -0.16
C -1.662 -0.515 -0.069 0.45 0.30 -0.43 0.06
N -1.831 -1.758 -0.483 -0.26 -0.22 0.21 -0.48
C -1.027 -2.227 -1.428 0.44 0.76 -0.04 0.88
C -0.030 -1.402 -1.985 -0.24 0.03 0.24 -0.71
C 0.031 -0.114 -1.491 -0.18 -0.29 -0.01 -0.10
N -0.765 0.348 -0.542 -0.02 -0.15 -0.24 -0.19
C 1.049 0.872 -2.009 0.46 0.48 -0.25 0.91
F 0.690 2.144 -1.803 -0.19 -0.03 0.04 -0.27
F 1.262 0.736 -3.327 -0.14 -0.21 -0.11 -0.28
F 2.246 0.714 -1.417 0.00 -0.21 0.20 -0.26
H 0.630 -1.728 -2.768 0.04 -0.05 -0.09 0.41
C -1.247 -3.610 -1.851 -0.13 -0.62 -0.18 0.73
C -0.284 -4.333 -2.554 -0.14 0.15 0.12 -0.45
C -0.534 -5.639 -2.933 0.03 -0.10 -0.07 -0.70
C -1.744 -6.238 -2.620 0.02 -0.01 0.00 -0.37
C -2.704 -5.529 -1.915 -0.02 -0.07 -0.02 -0.59
C -2.458 -4.226 -1.529 0.14 0.12 -0.05 -0.39
H -3.191 -3.661 -0.977 -0.07 0.00 0.04 0.44
H -3.645 -5.995 -1.665 -0.08 -0.03 0.02 0.38
H -1.935 -7.257 -2.922 -0.01 -0.08 -0.02 0.38
H 0.219 -6.193 -3.472 0.06 -0.04 -0.03 0.39
H 0.672 -3.891 -2.788 0.09 0.06 -0.03 0.27
```
Positions in Å, forces in eV/Å.

The SMILES is O=C(CSc1nc(-c2ccccc2)cc(C(F)(F)F)n1)NCc1ccco1. As for the spin multiplicity: 1. The value obtained for the HOMO energy is -8.61 eV. Its total charge is 0. For the relative energy (zero: lowest compared OMol25 entry of this formula, charge and spin), the calculation gives 0.166 eV. For the HOMO-LUMO gap, the calculation gives 0.306 hartree.

***

[5]
# C18H14N4O5PtS2

C18H14N4O5PtS2 as an isolated structure in a non-equilibrium geometry (the ωB97M-V functional and the def2-TZVPD basis, the Open Molecules 2025 dataset).

```
44
Properties=species:S:1:pos:R:3:forces:R:3:mulliken_charge:R:1
Pt 0.095 -0.333 -0.494 -1.05 0.43 -0.49 0.78
O -5.911 1.234 -1.939 0.12 0.16 0.04 -0.53
C -4.621 0.961 -1.642 -0.12 0.13 0.00 1.10
C -4.116 -0.330 -1.627 0.08 -0.07 0.06 -0.38
C -2.790 -0.493 -1.307 0.03 -0.04 0.07 -0.01
N -1.957 0.515 -1.006 0.83 0.72 -0.04 -0.47
C -2.441 1.780 -1.056 0.08 -0.17 -0.11 0.29
C -3.774 2.015 -1.351 0.00 -0.05 -0.07 -0.58
C -1.566 3.052 -0.803 0.33 -0.01 0.87 0.06
O -2.226 4.072 -0.587 -0.19 0.03 -0.24 -0.73
O -0.329 2.888 -0.746 -0.22 -0.33 -0.38 -0.54
C -2.183 -1.867 -1.336 -0.39 -0.24 0.14 0.48
O -2.864 -2.874 -1.411 0.00 0.22 -0.08 -0.70
O -0.894 -1.874 -1.292 0.60 -0.31 0.31 -0.66
H -6.374 0.419 -2.144 -0.11 -0.17 -0.04 0.29
H -4.714 -1.204 -1.853 0.05 -0.03 0.01 0.45
H -4.121 3.038 -1.362 0.05 0.00 0.03 0.53
C -0.102 -4.362 0.855 0.01 0.05 -0.08 -0.67
N 0.321 -3.363 1.835 0.09 0.10 0.06 0.24
C 0.034 -3.397 3.183 -0.04 0.00 0.07 -0.14
C 0.640 -2.334 3.758 -0.05 0.00 0.01 -0.57
N 1.290 -1.671 2.743 -0.03 -0.10 -0.04 0.08
C 1.083 -2.293 1.568 0.01 0.02 -0.09 0.01
S 1.728 -1.816 0.039 0.53 -0.17 0.05 -0.56
H -0.562 -5.181 1.401 -0.01 -0.02 -0.04 0.30
H 0.773 -4.714 0.313 -0.02 -0.04 0.00 0.31
H -0.802 -3.929 0.145 -0.05 0.07 -0.02 0.21
H -0.579 -4.170 3.609 0.01 0.01 0.02 0.41
H 0.659 -1.998 4.778 0.00 -0.02 0.00 0.42
H 1.870 -0.851 2.819 -0.04 0.05 -0.02 0.23
S 2.100 3.068 1.747 -0.06 -0.06 -0.06 -0.24
C 0.979 1.854 1.299 0.01 0.15 0.13 -0.17
N 1.299 1.142 0.270 -0.40 -0.21 -0.04 0.07
C 2.495 1.571 -0.299 -0.06 -0.12 -0.08 0.28
C 3.079 1.066 -1.462 -0.04 0.05 0.15 -0.61
C 4.267 1.618 -1.882 0.02 0.03 0.00 -0.87
C 4.876 2.658 -1.164 0.07 -0.04 -0.11 -0.45
C 4.301 3.171 -0.025 -0.06 0.03 0.09 -0.50
C 3.094 2.618 0.401 -0.02 -0.03 -0.05 0.84
H 0.046 1.726 1.826 0.03 0.00 0.00 0.46
H 2.587 0.276 -2.011 0.00 -0.01 -0.04 0.35
H 4.737 1.253 -2.785 0.00 -0.01 0.00 0.38
H 5.809 3.073 -1.522 0.00 0.01 0.00 0.38
H 4.764 3.985 0.516 -0.01 0.00 0.00 0.40
```
Positions in Å, forces in eV/Å.

As for the spin multiplicity: 1. The value obtained for the HOMO energy is -7.99 eV. Its total charge is 0. For the relative energy (zero: lowest compared OMol25 entry of this formula, charge and spin), the calculation gives 0.352 eV. For the HOMO-LUMO gap, the calculation gives 0.288 hartree.

***

[6]
# C18H14N6S5Tc

C18H14N6S5Tc as an isolated structure in a non-equilibrium geometry (the ωB97M-V functional and the def2-TZVPD basis, the Open Molecules 2025 dataset).

```
44
Properties=species:S:1:pos:R:3:forces:R:3:mulliken_charge:R:1
Tc -0.618 0.202 -0.458 -0.69 0.42 -1.85 -0.11
N -0.904 -3.075 -1.784 0.17 -1.09 -0.36 -0.33
C -2.004 -2.294 -1.842 0.67 -0.52 -0.61 0.45
N -2.005 -0.979 -1.551 0.89 -1.62 0.64 0.19
C -3.249 -0.445 -1.777 -0.95 0.89 -0.12 -0.09
C -4.143 -1.269 -2.347 -0.85 -0.38 0.10 -0.30
S -3.537 -2.905 -2.451 1.01 1.21 0.30 -0.10
C -3.411 0.948 -1.362 -1.57 0.97 -0.76 0.00
C -4.529 1.746 -1.503 1.70 -1.55 0.12 -0.58
S -4.234 3.398 -1.085 1.69 -1.15 0.47 -0.08
C -2.572 2.898 -0.658 1.00 -0.42 0.04 0.29
N -2.275 1.591 -0.888 -0.59 0.91 0.66 0.33
N -1.623 3.731 -0.168 -0.42 -0.24 0.00 -0.31
H 0.000 -2.711 -1.439 -0.98 -0.22 -0.41 0.08
H -0.891 -4.038 -2.225 -0.17 1.85 0.91 0.25
H -5.178 -1.060 -2.634 0.55 -0.07 0.19 0.41
H -5.445 1.329 -1.858 -0.56 0.40 -0.15 0.43
H -1.896 4.695 0.034 0.56 -0.57 0.03 0.24
H -0.725 3.323 0.162 -1.27 0.79 -0.39 0.12
S -1.423 -0.498 1.705 -0.40 -0.49 -0.58 -0.25
C -0.378 0.772 2.151 1.25 2.37 -0.85 0.71
C -0.060 1.264 3.432 0.26 0.67 -0.39 -0.73
C 0.977 2.199 3.557 -0.98 -1.35 -1.58 -0.19
C 1.695 2.602 2.398 0.74 0.52 1.40 -0.81
C 1.299 2.211 1.155 -1.83 -0.56 -0.08 -0.35
N 0.172 1.398 1.002 1.54 -0.73 2.38 0.32
H -0.669 1.001 4.295 0.29 -0.34 -0.19 0.44
H 1.203 2.538 4.540 0.37 0.45 0.42 0.47
H 2.577 3.247 2.562 -0.64 -0.37 -0.48 0.41
H 1.733 2.598 0.244 0.14 -0.13 -0.11 0.55
S 0.516 1.097 -2.462 0.26 -0.38 0.42 -0.11
C 1.670 -0.068 -1.898 0.69 -0.73 0.76 0.27
N 1.155 -0.917 -0.972 1.57 0.89 0.65 0.20
C 2.229 -1.578 -0.252 0.41 0.81 -1.06 -0.14
C 2.121 -2.250 0.924 -0.21 -1.34 1.31 -0.12
C 3.233 -2.853 1.560 0.06 1.05 -1.20 -0.73
C 4.483 -2.825 0.923 -0.89 0.57 -1.95 -0.44
C 4.625 -2.167 -0.364 -0.54 0.25 1.10 -0.58
C 3.512 -1.420 -0.832 0.14 -0.39 -0.06 0.65
S 3.445 -0.187 -2.124 -1.78 -0.51 0.40 -0.06
H 1.135 -2.394 1.340 -0.12 0.11 0.28 0.37
H 3.117 -3.286 2.543 -0.03 -0.21 -0.10 0.43
H 5.296 -3.388 1.349 0.30 0.12 -0.02 0.41
H 5.576 -2.182 -0.940 -0.77 0.11 0.71 0.40
```
Positions in Å, forces in eV/Å.

As for the spin multiplicity: 4. The value obtained for the HOMO energy (alpha / beta) is -13.78 / -13.74 eV. Its total charge is +2. Its expectation value of S² is 3.781. For the relative energy (zero: lowest compared OMol25 entry of this formula, charge and spin), the calculation gives 0.000 eV. For the HOMO-LUMO gap (alpha / beta), the calculation gives 0.258 / 0.213 hartree.

***

Number 1: electronic energy -51672.5504 eV. Number 2: electronic energy -52863.5724 eV. Number 3: electronic energy -59743.7710 eV. Number 4: electronic energy -46446.9493 eV. Number 5: electronic energy -60010.1461 eV. Number 6: electronic energy -84196.1712 eV.